(1)
Molecular formula: C2H6N4S
Method: DFT, wB97M-V/def2-TZVPD

- energy relative to the best compared isomer or geometry (same formula, charge and spin) (kJ/mol) = 371.1
- total charge = 0
- total energy (a.u.) = -696.8847
- structure (SMILES) = CSN1CN=NN1
- E_HOMO (eV) = -8.6
- largest force on an atom (eV/A) = 3.4
- orbital gap (eV) = 9.37

Geometry (Å):
N: 2.02 -0.57 -1.33
N: 0.23 0.00 -0.04
H: -3.17 0.35 0.23
N: 0.73 -0.88 -1.08
H: -2.14 -1.15 0.49
H: 1.98 -0.15 1.43
C: -2.27 -0.02 0.49
S: -1.09 0.87 -0.61
H: 1.42 1.54 0.89
H: -1.99 0.35 1.44
N: 2.52 0.19 -0.50
H: 0.21 -0.98 -1.94
C: 1.56 0.45 0.55

---

(2)
Molecular formula: C2H6N4S
Method: DFT, wB97M-V/def2-TZVPD

- energy relative to the best compared isomer or geometry (same formula, charge and spin) (kJ/mol) = 309.6
- total charge = 0
- ⟨S²⟩ = 2.02
- total energy (a.u.) = -696.7169
- E_HOMO (alpha / beta) (eV) = -5.5 / -7.7
- multiplicity = 3
- largest force on an atom (eV/A) = 5.2
- orbital gap (alpha / beta) (eV) = 6.01 / 4.84

Geometry (Å):
H: 0.39 -1.57 0.82
H: -0.97 2.30 -0.07
S: 0.65 0.27 -0.49
N: -2.48 -0.50 0.01
C: -0.30 -0.87 0.45
N: -1.23 1.36 0.24
H: 3.09 0.40 -0.71
H: -2.97 1.21 -0.75
N: -2.22 0.75 -0.22
H: 2.56 -1.39 -0.62
N: -1.52 -1.17 0.60
C: 2.43 -0.33 -0.17
H: 2.57 -0.45 0.91

---

(3)
Molecular formula: C2H6N6
Method: DFT, wB97M-V/def2-TZVPD

- energy relative to the best compared isomer or geometry (same formula, charge and spin) (kJ/mol) = 189.5
- total charge = 0
- total energy (a.u.) = -408.2238
- structure (SMILES) = NNc1n[nH]nc1N
- E_HOMO (eV) = -8.5
- largest force on an atom (eV/A) = 5.7
- orbital gap (eV) = 9.52

Geometry (Å):
N: 2.18 0.09 0.00
N: 0.50 1.56 -0.03
C: 1.10 -0.63 0.00
H: 1.87 -2.31 -0.50
N: -1.61 -0.24 -0.15
N: 1.08 -2.03 0.06
C: -0.01 0.32 0.09
H: 0.18 -2.20 -0.20
N: -2.65 0.63 0.03
H: -2.47 1.48 -0.56
N: 1.79 1.37 -0.19
H: -2.75 1.03 1.04
H: 2.47 2.09 0.17
H: -1.68 -1.16 0.25

---

(4)
Molecular formula: C2H6NO
Method: DFT, wB97M-V/def2-TZVPD

- energy relative to the best compared isomer or geometry (same formula, charge and spin) (kJ/mol) = 165.4
- total charge = -1
- total energy (a.u.) = -209.7145
- E_HOMO (eV) = -0.9
- largest force on an atom (eV/A) = 1.1
- orbital gap (eV) = 5.94

Geometry (Å):
H: -0.25 -1.88 0.28
H: 1.64 0.32 0.47
H: -0.95 -0.12 -1.19
H: 0.18 1.30 -1.29
C: 0.88 -0.23 -0.06
H: -1.01 1.32 1.15
C: -0.17 0.45 -0.71
O: -1.30 1.42 0.24
N: 0.74 -1.65 0.38
H: 0.82 -1.66 1.41

---

(5)
Molecular formula: C2H6NO2
Method: DFT, wB97M-V/def2-TZVPD

- energy relative to the best compared isomer or geometry (same formula, charge and spin) (kJ/mol) = 144.6
- total charge = -1
- total energy (a.u.) = -285.0560
- E_HOMO (eV) = -3.6
- largest force on an atom (eV/A) = 0.9
- orbital gap (eV) = 7.76

Geometry (Å):
N: -0.09 1.00 2.74
H: 0.73 1.42 0.89
H: 0.12 1.99 2.86
H: -0.79 -1.38 -0.77
H: -0.89 0.24 -1.39
C: -0.54 -0.77 -1.64
O: 0.85 -0.83 -1.88
H: 1.19 -0.68 -0.97
C: 0.32 0.63 1.57
O: 0.27 -0.53 1.08
H: -1.16 -1.08 -2.49

---

(6)
Molecular formula: C2H6NO2
Method: DFT, wB97M-V/def2-TZVPD

- energy relative to the best compared isomer or geometry (same formula, charge and spin) (kJ/mol) = 490.2
- total charge = -1
- total energy (a.u.) = -284.9243
- E_HOMO (eV) = -1.8
- largest force on an atom (eV/A) = 3.9
- orbital gap (eV) = 6.41

Geometry (Å):
C: 0.41 -0.47 0.85
H: 1.99 0.57 -1.54
H: 0.32 0.53 -1.51
H: -2.10 -0.29 1.43
O: 1.16 1.05 -1.61
C: -1.86 -0.88 0.44
H: 0.20 -0.08 1.86
N: -0.55 -0.98 0.13
O: -0.28 -1.58 -1.00
H: -2.46 -0.91 -0.39
H: 1.42 -0.94 0.69

---

(7)
Molecular formula: C2H6NO2
Method: DFT, wB97M-V/def2-TZVPD

- energy relative to the best compared isomer or geometry (same formula, charge and spin) (kJ/mol) = 520.5
- total charge = -1
- total energy (a.u.) = -284.9128
- E_HOMO (eV) = -3.3
- largest force on an atom (eV/A) = 4.7
- orbital gap (eV) = 7.79

Geometry (Å):
O: 2.01 0.42 0.32
C: 0.17 -1.13 0.38
O: -2.08 -0.60 0.92
H: 0.23 1.09 -0.34
H: 1.21 -0.34 0.49
H: -0.02 -2.03 0.97
C: -0.83 0.75 -0.62
H: -0.93 0.47 -1.65
H: 2.76 0.26 -0.38
N: -0.92 -0.39 0.35
H: -1.61 1.50 -0.43

---

(8)
Molecular formula: C2H6NO2
Method: DFT, wB97M-V/def2-TZVPD

- energy relative to the best compared isomer or geometry (same formula, charge and spin) (kJ/mol) = 247.1
- total charge = +1
- total energy (a.u.) = -284.7096
- E_HOMO (eV) = -17.1
- largest force on an atom (eV/A) = 5.3
- orbital gap (eV) = 13.36

Geometry (Å):
O: 2.74 0.12 0.21
H: -0.33 0.82 -0.19
C: 1.88 -1.03 0.36
H: -2.37 0.34 -0.63
H: 0.95 2.04 -0.47
C: 1.49 0.30 -0.02
N: 0.62 1.14 -0.38
O: -1.73 0.08 -0.02
H: 2.09 -1.96 -0.24
H: -2.05 0.21 0.80
H: 1.63 -1.17 1.36

---

(9)
Molecular formula: C2H6NO2P
Method: DFT, wB97M-V/def2-TZVPD

- energy relative to the best compared isomer or geometry (same formula, charge and spin) (kJ/mol) = 394.0
- total charge = 0
- total energy (a.u.) = -626.2703
- structure (SMILES) = CN(O)C(=O)P
- E_HOMO (eV) = -8.8
- largest force on an atom (eV/A) = 5.2
- orbital gap (eV) = 9.34

Geometry (Å):
C: 1.61 -0.47 -0.16
C: -0.75 -0.85 -0.19
H: -2.00 0.69 0.97
N: 0.17 0.07 -0.12
H: -3.37 -0.79 0.66
P: -2.60 0.23 -0.12
H: 1.83 -1.21 0.58
O: -0.63 -2.04 -0.11
H: 0.01 1.94 -0.78
H: 2.29 0.40 0.00
O: -0.07 1.42 0.01
H: 1.57 -0.93 -1.16

---

(10)
Molecular formula: C2H6NO2P
Method: DFT, wB97M-V/def2-TZVPD

- energy relative to the best compared isomer or geometry (same formula, charge and spin) (kJ/mol) = 581.9
- total charge = 0
- total energy (a.u.) = -626.1988
- E_HOMO (alpha / beta) (eV) = -8.5 / -8.5
- largest force on an atom (eV/A) = 5.3
- orbital gap (alpha / beta) (eV) = 6.98 / 6.97

Geometry (Å):
H: 0.70 1.80 -1.52
O: -1.83 0.67 -0.21
H: -0.68 -1.01 1.15
P: 0.41 1.04 0.69
H: 0.85 -0.97 1.90
O: -3.14 -1.03 -0.15
C: 0.31 -0.80 0.96
C: 1.29 1.03 -0.99
H: 1.04 0.00 -1.37
H: 2.35 1.15 -0.70
H: 0.81 -1.42 0.02
N: -2.12 -0.46 0.22

---

Look up the energy relative to the best compared isomer or geometry (same formula, charge and spin) of the first one.
371.1 kJ/mol